Formula: C8H18N7
Source: the Open Molecules 2025 dataset
Level of theory: ωB97M-V/def2-TZVPD

The orbital gap (alpha / beta) comes out at 8.5609 / 8.6276 eV. Its charge is +1.

Structure (XYZ):
```
33
Properties=species:S:1:pos:R:3:forces:R:3
C -1.91220 -0.30452 0.23789 -0.39 -1.69 0.08
C 1.67582 -0.60540 0.10174 1.33 0.15 1.30
C -0.24425 -0.40581 -1.22002 0.19 -0.94 1.73
C -0.01405 0.76548 -0.26600 -0.39 5.44 -0.77
C -0.05146 -0.35004 -2.73169 -3.17 -4.30 1.42
C 0.55737 3.05167 -0.92553 0.75 -3.08 -0.52
C -3.71423 -1.98136 0.83319 -0.09 1.30 1.41
C 3.89220 -0.52255 1.13822 0.53 -0.47 0.21
N -1.43670 -1.05706 -0.71755 -0.69 1.25 -0.25
N 0.88520 -1.22067 -0.69346 -1.74 0.65 -1.26
N -1.21569 0.87187 0.52542 1.30 0.03 0.35
N 1.24777 0.60423 0.38672 -0.77 3.01 1.59
N -1.18767 1.65223 1.69610 -2.56 2.78 -2.44
N -2.97249 -0.65915 0.97378 0.46 -2.12 -0.20
N 2.74094 -1.18624 0.58253 0.94 -1.79 -1.48
H 0.34296 -1.38789 -2.97175 -0.51 1.36 -0.28
H 0.61524 0.35099 -2.91348 3.24 3.24 -1.35
H -0.99623 -0.20495 -3.26028 0.21 0.12 0.13
H 0.14168 3.79409 -0.24146 -0.21 -0.42 -0.37
H 0.28388 2.99612 -1.99932 -0.19 0.50 0.99
H 1.66790 2.89253 -0.83905 -1.18 0.27 0.10
H -4.65248 -1.62144 0.46975 -0.70 -0.69 -1.07
H -3.18300 -2.73375 0.25796 -0.04 0.56 -0.37
H -4.01030 -2.46012 1.80603 0.93 0.79 -0.45
H 4.67544 -1.34843 0.94480 -0.47 2.23 0.88
H 4.08580 0.52134 0.74336 0.10 -1.49 -0.09
H 3.58833 -0.40150 2.17149 1.07 0.02 0.59
H 1.05746 -2.05582 -1.13891 0.67 -2.15 -0.76
H 1.58242 1.45254 0.97605 -0.32 -2.73 -1.36
H -2.02728 2.30071 1.86008 1.63 -1.33 -1.18
H -0.98908 1.30612 2.56932 0.87 -2.23 1.95
H -3.38571 0.02773 1.53621 -0.54 0.81 0.87
H 2.95240 -2.08091 0.10789 -0.26 0.91 0.61
```
Forces are in eV/Å.

Here are the Mulliken charges for atoms 1 to 6, given in e: 0.47, 0.40, 1.97, -1.04, -1.57, -0.72

Formula: C2H7S3
Source: the Open Molecules 2025 dataset
Level of theory: ωB97M-V/def2-TZVPD

The orbital gap comes out at 5.7172 eV. Its charge is -1.

Structure (XYZ):
```
12
Properties=species:S:1:pos:R:3:forces:R:3
C -2.53150 -1.03911 -0.53461 0.11 1.21 0.39
S -2.73873 -0.01610 1.00335 0.12 -0.48 -0.46
H -1.46529 -0.88315 -0.70897 0.00 -0.81 -0.25
H -2.90497 -2.05234 -0.43405 0.37 -0.10 0.19
H -3.03623 -0.55670 -1.36362 -0.27 0.11 -0.04
C 2.08435 -0.44996 -1.86516 -0.55 1.29 1.76
S 0.96049 0.54501 -0.70149 0.20 -0.39 -0.43
S 2.04908 0.34897 1.07020 -0.29 0.06 -0.36
H 2.37337 -1.19330 -1.12615 0.18 -0.64 -0.73
H 2.89916 0.24380 -1.99484 0.52 -0.07 -0.37
H 1.64058 -0.73721 -2.81324 -0.19 -0.27 0.14
H -1.40632 0.13414 1.15694 -0.19 0.10 0.15
```
Forces are in eV/Å.

Here are the Mulliken charges for atoms 1 to 6, given in e: -0.42, -0.24, -0.03, 0.26, 0.23, -0.81

Formula: C6H8OS
Source: the Open Molecules 2025 dataset
Level of theory: ωB97M-V/def2-TZVPD

The orbital gap comes out at 9.3272 eV.

Structure (XYZ):
```
16
Properties=species:S:1:pos:R:3:forces:R:3
O -0.34935 -2.23821 0.35106 -1.61 -4.15 -2.42
C -0.63666 -0.91485 0.52680 -1.54 3.20 1.58
C 0.39108 -0.27160 1.54856 -1.81 -4.63 0.16
C 1.15477 0.63981 1.05207 1.32 1.50 0.68
C 0.68484 1.00110 -0.30927 7.43 -0.51 -1.15
C -0.52308 1.62690 -0.60422 -3.89 5.12 3.23
C -0.46107 0.15914 -0.70083 0.67 -3.07 1.11
S -0.58631 -0.48253 -2.28986 -1.14 -0.30 -2.42
H -1.17445 -2.91800 -0.03040 3.37 3.70 1.60
H -1.65440 -0.93936 0.96082 0.14 0.99 -0.28
H 0.60973 -0.95384 2.37785 -0.13 0.80 0.21
H 2.08246 0.96046 1.62985 -1.36 0.09 -1.29
H 1.66594 1.06465 -0.95360 -2.34 0.14 0.48
H -0.97923 2.13775 0.38597 0.56 -1.63 -2.07
H -0.65844 2.43767 -1.34777 0.06 -1.45 -0.33
H 0.43417 -1.30910 -2.59702 0.26 0.20 0.90
```
Forces are in eV/Å.

Here are the Mulliken charges for atoms 1 to 6, given in e: -0.59, 0.16, -0.73, -0.43, 0.21, -0.83

Formula: C19H23BrClNPd
Source: the Open Molecules 2025 dataset
Level of theory: ωB97M-V/def2-TZVPD

The multiplicity is 5. The orbital gap (alpha / beta) comes out at 4.6716 / 5.3268 eV. Its charge is +2.

Structure (XYZ):
```
46
Properties=species:S:1:pos:R:3:forces:R:3
C 1.18259 -1.29444 -5.20996 -0.86 0.74 1.45
C 1.15519 -2.63411 -4.67794 -0.08 -1.31 0.24
C -0.08842 -0.61420 -5.41936 -0.96 0.46 -0.45
C 2.35488 -0.48132 -5.00824 1.10 0.74 -0.05
Cl 1.08944 -0.68643 -0.23681 3.34 -2.56 -2.79
H -0.43409 -0.58716 -6.48826 0.39 -0.12 0.63
H 0.00629 0.43694 -5.08360 -0.21 -0.53 -0.40
H -0.87001 -1.14199 -4.84096 0.23 0.34 -0.53
H 1.39211 -3.42421 -5.42929 -0.10 0.42 0.24
H 0.16167 -2.85020 -4.24459 0.49 -0.15 -0.46
H 1.91460 -2.70479 -3.89021 -0.06 -0.28 -0.28
H 3.04674 -0.46694 -5.88130 -0.34 -0.05 0.27
H 2.91758 -0.90247 -4.16754 0.19 0.12 -0.31
H 2.06847 0.55835 -4.76916 0.30 -0.44 -0.43
C -2.33808 -0.34233 1.66666 1.22 -0.27 0.03
C -2.92047 0.30260 0.55494 -0.46 0.24 -0.11
C -2.46855 -0.29992 -0.64230 -0.14 -0.40 0.13
H -3.66530 1.08797 0.64731 0.21 -0.12 -0.18
C -1.59989 -1.36567 -0.31853 -0.74 0.01 0.87
C -1.46468 -1.39169 1.14612 -1.95 -0.62 -0.84
H -1.04302 -2.19553 1.73774 -0.01 -0.04 -0.32
H -2.49323 -0.12638 2.72589 -0.26 -0.18 -0.50
H -2.81010 -0.06322 -1.65159 0.16 0.05 0.44
H -1.15920 -2.06808 -1.02715 -0.09 0.34 0.49
C 0.99715 1.97244 1.01403 -0.69 2.57 -0.81
C -0.25540 2.53799 1.53625 1.38 -1.59 -0.72
C -1.07286 2.84780 0.41584 0.60 -0.13 -0.87
H -0.48677 2.67572 2.57753 -0.02 0.32 0.05
C -0.39194 2.51582 -0.79098 0.71 0.29 1.23
C 0.90523 2.04643 -0.46943 -0.76 1.01 1.03
H 1.71470 1.86983 -1.17347 -0.27 -0.14 0.36
H 1.88696 1.79696 1.60082 0.16 0.09 -0.31
H -2.01831 3.33916 0.50293 -0.40 0.10 -0.13
H -0.73004 2.71348 -1.79009 -0.22 0.01 -0.13
Pd -0.07211 0.18920 1.30495 -1.91 1.14 2.76
Br -0.89244 -2.48595 6.50741 -0.01 0.22 -0.16
C -0.09766 -1.07364 5.55222 0.14 0.08 -0.61
C 0.71521 -0.14433 6.19780 0.39 0.30 -0.36
C 1.31649 0.89776 5.46606 -0.47 -0.58 -0.39
C 1.09649 0.95058 4.08447 0.05 -0.42 1.32
N 0.39478 -0.02261 3.49369 -0.94 0.62 -1.14
C -0.26363 -0.97577 4.15962 0.82 0.65 1.38
H 0.88405 -0.24941 7.26320 -0.01 0.12 -0.06
H 1.95424 1.64095 5.93009 -0.20 -0.08 0.12
H 1.43984 1.81652 3.50330 0.03 -0.76 0.21
H -0.95852 -1.60372 3.62190 0.29 -0.21 0.08
```
Forces are in eV/Å.

Here are the Mulliken charges for atoms 1 to 6, given in e: 1.20, -1.10, -1.08, -1.11, -0.39, 0.34

Formula: C4H6N3
Source: the Open Molecules 2025 dataset
Level of theory: ωB97M-V/def2-TZVPD

The orbital gap comes out at 9.0473 eV. Its charge is +1.

Structure (XYZ):
```
13
Properties=species:S:1:pos:R:3:forces:R:3
C 1.51550 1.11182 -1.14735 0.11 2.99 0.20
N 1.18363 -0.09200 -0.45328 2.37 -0.19 -0.07
C 0.12522 -0.28316 0.17262 -4.05 0.13 1.34
N -1.04051 0.57368 0.19359 1.81 1.78 -1.27
C -1.92874 -0.07357 0.78829 -1.02 -0.86 0.44
C -1.40598 -1.44158 1.13458 3.19 0.09 -1.06
N -0.10547 -1.45258 0.84195 -2.59 -2.16 1.11
H 2.59013 1.41926 -1.42121 -1.53 -1.70 0.40
H 0.81800 1.15944 -1.99492 0.50 0.53 0.18
H 1.25425 1.83362 -0.33243 -0.01 0.33 -1.41
H 1.89891 -0.73565 -0.19247 0.75 -0.99 -0.21
H -2.92704 0.30148 1.00819 0.22 0.01 -0.15
H -1.97789 -2.32074 1.40243 0.25 0.04 0.51
```
Forces are in eV/Å.

Here are the Mulliken charges for atoms 1 to 6, given in e: -0.67, -0.01, 0.52, -0.38, 0.02, -0.06

Formula: C27H32FN3O3Pd
Source: the Open Molecules 2025 dataset
Level of theory: ωB97M-V/def2-TZVPD

The orbital gap comes out at 8.0013 eV. Its charge is +2.

Structure (XYZ):
```
67
Properties=species:S:1:pos:R:3:forces:R:3
Pd 3.30728 0.47865 1.05629 -0.29 -0.15 -0.22
C 5.99272 1.28643 -1.97512 0.01 -0.02 0.00
C 6.35205 0.71916 -0.60820 0.06 0.01 -0.03
C 7.82049 1.00100 -0.25757 -0.03 0.00 -0.01
C 5.47907 1.23312 0.50543 -0.03 0.01 0.04
C 5.41659 0.48846 1.72476 -0.05 -0.02 0.11
C 4.75100 0.95386 2.87780 0.18 0.19 0.13
C 3.90105 2.05224 2.76452 0.01 0.08 0.05
C 3.06529 2.54828 3.90672 -0.03 -0.04 -0.02
C 3.82218 2.69057 1.49061 0.09 -0.08 0.07
C 4.68923 2.38058 0.42707 0.05 0.05 -0.06
H 6.59438 0.79837 -2.74026 0.00 0.00 0.00
H 6.20485 2.35583 -2.03360 0.00 0.01 0.00
H 4.94236 1.12143 -2.22120 -0.01 0.00 0.00
H 6.21005 -0.36628 -0.63051 -0.02 0.00 0.01
H 8.00798 2.07561 -0.22547 0.01 0.01 0.01
H 8.46965 0.56563 -1.01585 0.00 0.01 0.00
H 8.09889 0.57560 0.70712 0.00 0.00 0.00
H 5.95046 -0.45281 1.77326 0.02 0.01 -0.01
H 4.83450 0.41871 3.81373 0.01 -0.04 -0.02
H 2.01509 2.29504 3.75201 0.00 0.02 0.00
H 3.13651 3.63207 3.99122 0.02 0.00 0.01
H 3.38567 2.10369 4.84624 0.00 -0.01 0.00
H 3.13153 3.51737 1.38134 -0.03 -0.02 -0.03
H 4.65565 2.96836 -0.47874 0.01 0.01 0.01
F -3.17532 2.54861 0.46388 -0.01 0.01 -0.01
C -2.67639 1.34259 0.13847 0.00 -0.03 0.00
C -1.34686 1.11640 0.33991 0.00 0.01 0.00
C -0.79510 -0.13957 0.06713 0.02 -0.02 0.00
C 0.62749 -0.37845 0.28406 -0.01 -0.06 -0.05
O 1.31478 0.59109 0.72840 -0.01 0.04 0.05
C 1.10555 -1.66835 -0.03456 -0.03 0.05 0.05
C 0.21328 -2.60325 -0.50483 0.04 0.00 0.02
N -1.09422 -2.40292 -0.67855 -0.02 0.03 0.01
C -1.92518 -3.47464 -1.19978 -0.01 -0.01 0.00
C -1.71487 -4.86324 -0.68763 0.01 -0.02 -0.01
C -2.94554 -4.10303 -0.29503 -0.02 0.00 0.01
C -1.63487 -1.15027 -0.41497 0.01 -0.04 0.00
C -2.98861 -0.88557 -0.65068 0.00 0.02 0.00
C -3.53764 0.35421 -0.37567 0.02 -0.02 0.00
N -4.91175 0.56616 -0.62697 -0.02 0.02 0.02
C -5.45111 1.91771 -0.75950 -0.01 0.00 0.00
C -6.88975 1.81608 -1.29378 0.01 0.02 -0.01
N -7.04792 0.50539 -2.00562 -0.01 0.00 -0.03
C -6.96759 -0.64901 -1.03867 0.00 -0.01 0.03
C -5.88076 -0.32719 -0.00502 0.00 -0.02 -0.02
C 2.52532 -2.18456 0.08354 0.01 0.08 -0.09
O 2.74719 -3.33184 -0.23065 -0.01 -0.05 0.02
O 3.46614 -1.38817 0.49922 0.05 -0.08 -0.02
H -0.72114 1.90473 0.73329 -0.01 0.01 0.00
H 0.60005 -3.58392 -0.74904 -0.02 0.00 -0.01
H -2.16739 -3.35090 -2.24801 0.00 0.01 0.00
H -0.96724 -5.02141 0.07676 0.00 0.02 0.01
H -1.80155 -5.66715 -1.40316 -0.01 0.00 -0.01
H -2.99099 -3.74168 0.72385 0.01 0.01 0.00
H -3.89515 -4.39030 -0.72494 0.01 -0.01 -0.01
H -3.61520 -1.65884 -1.07043 0.00 0.00 0.00
H -4.82974 2.48072 -1.45361 0.01 0.00 0.00
H -5.48517 2.46747 0.18401 0.00 0.00 0.00
H -7.11814 2.61917 -1.99020 -0.01 0.00 0.01
H -7.63339 1.82337 -0.49923 0.01 0.00 0.00
H -6.28862 0.41380 -2.68293 0.00 -0.01 0.01
H -7.92771 0.47530 -2.52197 0.01 0.00 0.00
H -6.73528 -1.53593 -1.62446 0.00 0.00 0.00
H -7.94936 -0.76823 -0.58458 0.00 0.01 -0.01
H -5.40368 -1.24968 0.31386 0.00 0.01 0.00
H -6.32110 0.13434 0.88648 0.00 0.00 0.00
```
Forces are in eV/Å.

Here are the Mulliken charges for atoms 1 to 6, given in e: 0.65, -1.70, 0.30, -1.42, 0.56, -0.80